1.
2 unconnected molecules or ions with the total composition C5H13NO at a distorted geometry. Source: OMol25; level of theory: ωB97M-V/def2-TZVPD.

Structure (XYZ):
```
20
Properties=species:S:1:pos:R:3:mulliken_charge:R:1
C 2.090 0.599 1.018 -0.43
C 2.052 0.410 -0.471 -0.88
C 1.131 -0.738 -1.030 -0.39
C -1.113 -0.699 -2.296 -0.79
C -0.253 -0.233 -1.386 -0.17
N 2.714 -0.536 1.724 -0.53
H 2.654 1.500 1.250 0.30
H 1.045 0.715 1.371 0.31
H 2.963 0.342 -1.069 0.39
H 1.529 1.321 -0.789 0.35
H 1.636 -1.110 -1.939 0.29
H 1.225 -1.534 -0.282 0.34
H -1.951 -0.208 -2.768 0.29
H -1.019 -1.774 -2.416 0.23
H -0.466 0.638 -0.762 0.28
H 2.339 -0.755 2.629 0.19
H 3.706 -0.369 1.804 0.21
H -6.930 0.204 1.390 0.32
H -6.297 1.121 2.311 0.32
O -7.055 1.108 1.709 -0.64
```

The relative energy (zero: lowest compared OMol25 entry of this formula, charge and spin) comes out at 2.3749 eV. The calculation puts the total energy at -328.23157 a.u. As for the HOMO-LUMO gap: 9.950 eV. The lowest unoccupied orbital energy comes out at 0.8712 eV. Its SMILES is C=CCCCN.O. The HOMO energy is -9.08 eV.


2.
A molecular structure, C48H40BF4O30 at a distorted geometry. Source: OMol25; level of theory: ωB97M-V/def2-TZVPD.

Structure (XYZ):
```
123
Properties=species:S:1:pos:R:3:mulliken_charge:R:1
B 0.328 0.621 0.512 0.47
F -0.430 -0.489 0.969 -0.14
F 1.602 0.034 0.122 -0.45
F -0.231 1.281 -0.584 -0.45
F 0.608 1.511 1.500 -0.60
C -5.929 0.468 -4.022 -1.04
C -7.242 1.086 -3.578 0.07
C -7.348 1.882 -2.406 0.96
O -8.426 2.439 -2.136 -0.64
C -6.107 2.038 -1.533 -0.97
C -4.786 1.555 -2.097 0.48
C -4.650 0.849 -3.341 1.04
O -3.619 0.355 -3.734 -0.54
O -3.650 1.880 -1.471 -0.29
O -8.388 0.818 -4.223 -0.54
H -5.775 -0.008 -4.919 0.66
H -6.151 2.792 -0.702 0.38
H -2.814 1.722 -1.937 0.12
H -9.178 1.371 -4.030 0.37
C 4.608 2.778 -1.975 -1.11
C 3.908 2.668 -0.725 0.22
C 4.496 1.952 0.482 0.74
O 3.903 1.949 1.598 -0.55
C 5.882 1.447 0.262 -0.66
C 6.549 1.605 -1.070 0.56
C 5.991 2.173 -2.175 0.51
O 6.478 2.180 -3.269 -0.58
O 7.874 1.236 -1.233 -0.47
O 2.620 3.159 -0.464 -0.59
H 4.039 3.149 -2.691 0.84
H 6.440 1.088 1.110 0.39
H 8.071 0.774 -0.483 0.34
H 2.418 2.846 0.399 0.23
C -5.846 -3.276 -2.847 -1.18
C -4.773 -3.668 -3.869 0.01
C -3.446 -3.161 -3.811 0.77
O -2.581 -3.230 -4.699 -0.67
C -3.037 -2.488 -2.586 -0.15
C -4.026 -2.323 -1.416 0.63
C -5.495 -2.586 -1.571 0.48
O -6.199 -2.407 -0.648 -0.53
O -3.712 -1.473 -0.348 -0.37
O -5.228 -4.316 -5.086 -0.56
H -6.738 -3.582 -2.759 0.80
H -1.963 -2.094 -2.400 0.21
H -2.890 -1.187 -0.259 0.14
H -4.528 -4.667 -5.757 0.36
C 0.649 0.191 6.472 -0.52
C 1.131 0.657 5.160 0.03
C 2.084 1.740 5.078 0.99
O 2.327 2.149 3.973 -0.50
C 2.607 2.476 6.256 -0.70
C 2.147 1.969 7.628 0.53
C 1.204 0.818 7.664 0.49
O 0.681 0.528 8.748 -0.64
O 2.712 2.316 8.771 -0.45
O 0.774 0.077 3.995 -0.03
H -0.145 -0.741 6.694 0.28
H 3.456 3.249 5.980 0.19
H 3.389 3.009 8.653 0.35
H 0.836 0.758 3.275 0.05
C 2.016 2.422 -4.986 -0.29
C 1.096 2.350 -3.830 0.07
C -0.115 3.029 -3.908 0.98
O -1.012 3.001 -2.975 -0.65
C -0.460 3.924 -5.042 -0.60
C 0.562 3.973 -6.262 0.68
C 1.780 3.166 -6.230 0.15
O 2.603 3.224 -7.149 -0.57
O 0.303 4.733 -7.341 -0.47
O 1.315 1.463 -2.798 0.37
H 3.008 1.772 -4.967 0.30
H -1.394 4.723 -4.989 0.09
H -0.406 5.414 -7.202 0.34
H 0.549 1.496 -2.367 -0.20
C 6.849 -2.152 -1.632 -0.97
C 6.487 -1.469 -2.931 0.37
C 5.124 -1.031 -3.181 0.27
O 4.804 -0.457 -4.204 -0.66
C 4.196 -1.146 -2.109 -0.40
C 4.540 -1.651 -0.731 0.93
C 5.859 -2.324 -0.529 0.13
O 6.137 -2.888 0.539 -0.62
O 4.110 -1.264 0.432 -0.11
O 7.397 -1.408 -3.900 -0.52
H 7.865 -2.469 -1.713 0.49
H 3.378 -0.490 -2.366 0.71
H 3.506 -0.746 0.296 0.36
H 6.944 -0.945 -4.509 0.32
C -2.738 3.316 4.200 -0.66
C -2.676 1.896 3.717 0.36
C -2.570 0.844 4.755 0.52
O -2.729 -0.336 4.417 -0.65
C -2.374 1.123 6.166 -0.60
C -2.435 2.637 6.535 0.81
C -2.537 3.652 5.607 0.33
O -2.363 4.847 5.902 -0.60
O -2.483 2.843 7.887 -0.52
O -2.883 1.644 2.425 -0.30
H -2.994 4.215 3.534 0.31
H -2.221 0.332 6.815 0.43
H -2.702 1.993 8.286 0.35
H -2.276 0.782 2.342 0.15
C 1.004 -3.260 -0.862 -0.75
C 1.300 -4.687 -0.331 0.66
O 0.742 -5.634 -0.876 -0.59
C 2.306 -4.816 0.855 -0.90
H 0.356 -3.189 -1.605 0.74
H 2.065 -2.399 -1.170 0.05
H 0.360 -2.712 -0.044 -0.12
H 2.131 -4.124 1.741 0.18
H 3.422 -4.746 0.633 0.29
H 2.159 -5.824 1.587 0.25
C -1.559 -3.324 2.890 -1.25
C -1.790 -4.682 2.310 0.67
O -0.936 -5.600 2.414 -0.62
C -2.999 -4.942 1.389 -0.88
H -0.579 -3.277 3.554 0.19
H -2.187 -3.228 3.504 1.12
H -1.597 -2.550 2.006 -0.06
H -2.701 -4.693 0.367 0.03
H -3.870 -4.329 1.740 0.30
H -3.169 -5.965 1.451 0.48
```

The relative energy (zero: lowest compared OMol25 entry of this formula, charge and spin) comes out at 2.3772 eV. The calculation puts the total energy at -4534.07205 a.u. As for the HOMO-LUMO gap: 6.483 eV. The lowest unoccupied orbital energy comes out at -0.5605 eV. As for the total charge: -1. The HOMO energy is -7.04 eV.


3.
2 unconnected molecules or ions with the total composition C25H46N3O4S at a distorted geometry. Source: OMol25; level of theory: ωB97M-V/def2-TZVPD.

Structure (XYZ):
```
79
Properties=species:S:1:pos:R:3:mulliken_charge:R:1
C 6.138 0.873 0.703 0.03
C 5.469 0.710 -0.287 -1.17
C 4.286 0.519 -1.154 0.13
N 3.196 1.516 -0.822 0.38
C 3.092 2.354 -2.063 -1.79
C 1.810 3.194 -1.899 0.51
N 2.209 4.498 -1.255 -0.66
C 1.564 5.438 -1.672 0.33
S 1.056 6.690 -2.450 -0.30
C 1.039 2.406 -0.736 -1.29
C -0.472 2.404 -1.057 -1.23
C -1.395 2.193 0.190 -0.99
C -2.711 1.488 -0.219 0.37
C -3.901 1.994 0.650 -0.94
O -4.035 1.150 1.792 -0.33
C -4.826 0.008 1.517 -0.86
C 1.785 1.017 -0.597 2.09
C 1.276 0.085 -1.718 -1.92
C 0.000 -0.736 -1.371 -0.41
C 0.211 -2.284 -1.470 -0.83
C -0.575 -3.012 -0.358 -1.23
C -2.099 -2.936 -0.642 0.18
C -2.567 -3.917 -1.753 -0.71
C -2.948 -3.221 -3.090 -1.00
C 1.569 0.652 0.900 -1.40
C 2.641 -0.269 1.539 -1.32
C 2.751 -1.675 0.925 0.69
O 4.077 -2.128 1.184 -0.46
C 4.469 -3.135 0.267 -0.64
H 6.770 0.853 1.564 0.42
H 3.963 -0.522 -1.117 0.06
H 4.633 0.701 -2.174 0.66
H 3.551 2.163 -0.111 0.69
H 2.891 1.790 -2.985 0.45
H 4.001 2.896 -2.345 0.62
H 1.196 3.366 -2.787 0.87
H 1.146 3.114 0.092 0.61
H -0.758 1.735 -1.877 0.46
H -0.708 3.421 -1.411 0.50
H -0.875 1.702 1.017 0.19
H -1.670 3.195 0.545 0.77
H -2.646 0.403 -0.060 -0.46
H -2.982 1.669 -1.269 0.52
H -3.693 2.995 1.052 0.41
H -4.839 2.066 0.082 0.36
H -4.962 -0.170 0.440 0.42
H -5.834 0.082 1.959 0.28
H -4.359 -0.895 1.936 0.29
H 1.038 0.727 -2.579 0.79
H 2.027 -0.622 -2.097 0.73
H -0.731 -0.511 -2.161 0.63
H -0.486 -0.455 -0.433 -0.31
H -0.234 -2.616 -2.420 0.32
H 1.269 -2.565 -1.522 0.59
H -0.418 -2.543 0.624 0.38
H -0.266 -4.064 -0.324 0.44
H -2.328 -1.906 -0.954 -0.31
H -2.684 -3.161 0.259 0.44
H -3.426 -4.517 -1.438 0.39
H -1.733 -4.602 -1.965 0.27
H -3.727 -3.780 -3.620 0.36
H -3.330 -2.202 -2.931 0.22
H -2.082 -3.143 -3.762 0.27
H 1.617 1.598 1.457 0.70
H 0.589 0.226 1.123 0.26
H 2.350 -0.398 2.592 0.48
H 3.610 0.247 1.580 0.28
H 2.082 -2.357 1.473 0.69
H 2.521 -1.686 -0.149 -0.75
H 4.464 -2.738 -0.763 0.21
H 3.903 -4.071 0.379 0.31
H 5.515 -3.379 0.493 0.26
C -4.242 0.592 5.224 -0.66
N -3.391 -0.077 6.246 0.90
O -3.321 -1.288 6.213 -0.53
O -2.823 0.642 7.040 -0.53
H -4.680 -0.168 4.587 0.24
H -5.012 1.148 5.750 0.32
H -3.602 1.255 4.649 0.25
```

The calculation puts the total energy at -1843.08038 a.u. As for the HOMO-LUMO gap: 9.527 eV. The lowest unoccupied orbital energy comes out at -2.5101 eV. As for the total charge: +1. The HOMO energy is -12.04 eV.


4.
A molecular structure, C10H3BBr4ClF4O6OsS5. Source: OMol25; level of theory: ωB97M-V/def2-TZVPD.

Structure (XYZ):
```
35
Properties=species:S:1:pos:R:3:lowdin_spin:R:1
Os -0.515 0.808 -0.221 2.85
Br 6.034 2.683 -1.425 0.00
C 4.480 1.990 -0.609 0.01
C 4.549 1.326 0.617 0.02
Br 6.204 1.106 1.494 0.00
C 3.389 0.819 1.212 0.01
Br 3.379 -0.081 2.856 0.00
C 2.169 0.973 0.573 0.02
O 1.008 0.528 1.052 0.20
C 2.111 1.635 -0.647 0.01
O 0.877 1.757 -1.175 0.17
C 3.244 2.149 -1.242 0.01
Br 3.033 3.033 -2.886 0.00
O -0.271 -0.579 -3.060 0.01
Cl -0.509 -1.720 -2.211 0.01
O -1.902 -2.024 -2.132 0.00
O 0.265 -2.851 -2.594 0.02
O -0.017 -1.313 -0.841 0.15
C -0.825 2.344 -4.133 0.01
S -2.225 1.443 -4.813 0.01
C -3.125 0.810 -3.458 0.03
C -3.097 0.996 -2.130 0.06
S -2.066 2.110 -1.243 0.25
S -4.283 0.125 -1.182 0.01
C -5.064 -0.678 -2.484 0.00
S -6.312 -1.727 -2.317 0.00
S -4.345 -0.317 -4.013 0.01
H -0.263 2.643 -5.019 0.00
H -0.201 1.705 -3.516 0.00
H -1.135 3.232 -3.590 0.00
F -1.820 -0.168 0.979 0.07
B -2.437 0.728 2.185 0.01
F -2.234 -0.003 3.297 0.00
F -3.731 0.912 1.826 0.00
F -1.665 1.874 2.093 0.03
```

The relative energy (zero: lowest compared OMol25 entry of this formula, charge and spin) comes out at 0.0000 eV. The calculation puts the total energy at -14096.52243 a.u. As for the HOMO-LUMO gap (alpha / beta): 7.536 / 5.690 eV. The lowest unoccupied orbital energy (alpha / beta) comes out at 1.8209 / -0.0155 eV. The spin multiplicity is 5. As for the expectation value of S²: 6.02. As for the total charge: -1. The HOMO energy (alpha / beta) is -5.71 / -5.71 eV.


5.
4 unconnected molecules or ions with the total composition C3H12O4 at a distorted geometry. Source: OMol25; level of theory: ωB97M-V/def2-TZVPD.

Structure (XYZ):
```
19
Properties=species:S:1:pos:R:3:mulliken_charge:R:1
C 0.061 -0.833 3.623 -0.98
C 0.473 -1.245 2.242 -0.36
C -0.276 -0.969 1.159 0.03
O 0.217 -0.597 -0.044 -0.52
H 0.407 -1.553 4.367 0.31
H -1.029 -0.811 3.707 0.32
H 0.479 0.143 3.857 0.23
H 1.443 -1.693 2.045 0.33
H -1.352 -1.117 1.266 0.29
H -0.477 -0.643 -0.729 0.38
H -0.258 -0.805 -3.181 0.33
H -1.022 0.360 -2.724 0.32
O -0.858 -0.554 -2.468 -0.71
H 0.104 1.517 -0.590 0.37
H -1.181 2.295 -1.072 0.31
O -0.222 2.269 -1.105 -0.65
H 0.630 1.852 -3.088 0.34
H 1.908 1.216 -3.566 0.31
O 0.952 1.171 -3.699 -0.65
```

The relative energy (zero: lowest compared OMol25 entry of this formula, charge and spin) comes out at 1.2429 eV. The calculation puts the total energy at -422.41580 a.u. As for the HOMO-LUMO gap: 8.524 eV. The lowest unoccupied orbital energy comes out at 0.4955 eV. Its SMILES is C/C=C/O.O.O.O. The HOMO energy is -8.03 eV.